Record 1
A molecular structure, C46H46BaClN7O5S2 in a non-equilibrium geometry, computed with the ωB97M-V functional and the def2-TZVPD basis.

The value obtained for the LUMO energy is 0.15 eV. For the total energy, the calculation gives -104005.2986 eV. The frontier orbital gap comes out at 7.746 eV. Its total charge is 0.

```
108
Properties=species:S:1:pos:R:3:forces:R:3:lowdin_charge:R:1
Ba -0.4790 0.1718 -1.1371 -1.2 -4.0 -0.8 2.021
C -4.1304 -2.0701 -1.8184 -0.2 0.1 -0.2 -0.179
C -3.3549 -3.3537 -1.5142 0.0 0.0 0.0 -0.101
C -3.2674 -3.6151 -0.0343 0.0 -0.2 0.0 -0.287
C -3.5069 -4.8880 0.4762 0.1 0.0 0.0 -0.024
C -3.3921 -5.1041 1.8377 0.0 0.0 0.0 -0.069
C -3.0626 -4.0358 2.6548 0.0 0.0 0.0 -0.066
C -2.8798 -2.7976 2.0583 0.1 -0.1 0.1 -0.132
N -2.9707 -2.5835 0.7529 0.1 -0.1 0.0 0.130
N -3.3072 -1.0296 -2.4436 0.1 0.0 0.0 -0.173
C -3.9185 0.2881 -2.2872 0.0 0.0 0.1 -0.140
C -4.1127 0.6732 -0.8374 0.1 -0.1 0.1 -0.281
C -5.2576 1.3388 -0.4181 0.0 0.0 -0.1 -0.009
C -5.3673 1.7264 0.9057 0.0 0.0 0.0 -0.055
C -4.3400 1.4179 1.7819 0.0 0.0 0.0 -0.053
C -3.2474 0.7293 1.2808 -0.1 -0.1 0.0 -0.150
N -3.1275 0.3684 0.0077 -0.3 0.2 0.1 0.027
C -3.1268 -1.3391 -3.8591 -0.1 0.0 0.0 -0.142
C -1.8695 -0.8060 -4.5080 -0.1 0.0 0.1 -0.268
C -1.9025 -0.2931 -5.7971 0.0 0.0 0.1 -0.018
C -0.7107 0.0561 -6.4120 0.0 0.0 0.0 -0.052
C 0.4761 -0.1256 -5.7262 0.0 0.0 0.0 -0.047
C 0.4098 -0.6274 -4.4366 0.0 0.0 -0.1 -0.169
N -0.7298 -0.9549 -3.8317 0.1 -0.2 -0.1 0.026
H -4.5258 -1.6944 -0.8759 0.0 0.1 -0.1 0.109
H -4.9918 -2.2783 -2.4747 0.0 -0.1 0.1 0.127
H -2.3417 -3.2517 -1.9126 0.1 0.0 0.1 0.116
H -3.8087 -4.2267 -1.9865 0.0 0.1 -0.1 0.112
H -3.7807 -5.6948 -0.1908 0.0 0.0 0.0 0.110
H -3.5699 -6.0860 2.2550 0.0 0.0 0.0 0.106
H -2.9513 -4.1510 3.7230 0.0 0.0 0.0 0.101
H -2.6402 -1.9352 2.6668 0.0 0.1 0.1 0.099
H -4.8911 0.3465 -2.8065 0.0 0.0 0.0 0.129
H -3.2584 1.0317 -2.7440 0.0 0.0 0.0 0.124
H -6.0453 1.5569 -1.1267 0.0 0.0 0.0 0.114
H -6.2459 2.2538 1.2496 0.0 0.0 0.0 0.108
H -4.3826 1.6958 2.8249 0.0 0.0 0.0 0.106
H -2.4190 0.4697 1.9268 0.1 0.0 0.1 0.109
H -3.9988 -1.0049 -4.4464 0.0 -0.1 0.0 0.125
H -3.0865 -2.4263 -3.9644 0.0 0.0 0.0 0.130
H -2.8483 -0.1720 -6.3071 0.0 0.0 0.0 0.111
H -0.7110 0.4658 -7.4131 0.0 0.0 0.0 0.110
H 1.4282 0.1380 -6.1612 0.0 0.0 0.0 0.109
H 1.3121 -0.7700 -3.8575 0.1 0.0 0.0 0.094
O 0.2492 -2.9344 -0.5028 -0.2 -0.1 0.0 -0.574
S 0.7863 -4.1654 0.1474 -0.1 0.1 0.1 0.986
C 2.4103 -4.5120 -0.6468 -0.1 0.0 0.0 -0.298
C 2.9718 -3.2824 -1.3405 0.0 0.0 0.0 -0.241
C 3.8755 -2.4353 -0.4496 0.0 0.0 0.0 -0.221
C 4.3368 -1.1701 -1.1613 -0.1 0.0 0.1 -0.289
S 3.1183 0.1956 -1.0127 0.1 -0.2 0.2 1.024
O 1.8199 -0.4719 -0.5985 1.6 0.0 0.0 -0.799
C 3.7423 0.9257 0.4989 0.0 0.0 0.0 -0.358
C 5.0404 1.4180 0.5571 0.0 0.0 0.0 -0.085
C 5.4862 2.0123 1.7246 0.0 0.0 0.0 -0.070
C 4.6346 2.1284 2.8152 0.0 0.0 0.0 -0.066
C 3.3298 1.6720 2.7279 0.0 0.1 0.0 -0.061
C 2.8712 1.0742 1.5629 0.0 0.0 0.0 -0.062
C 1.3856 -3.6757 1.7664 0.0 0.0 0.0 -0.387
C 1.4120 -2.3336 2.1008 -0.1 0.0 0.1 -0.078
C 1.8518 -1.9620 3.3638 0.0 0.0 0.0 -0.053
C 2.2425 -2.9295 4.2783 0.0 0.0 0.0 -0.072
C 2.1975 -4.2746 3.9349 0.0 0.0 0.0 -0.077
C 1.7638 -4.6540 2.6742 0.0 0.0 0.0 -0.091
H 2.1995 -5.3141 -1.3524 0.0 0.0 -0.1 0.082
H 3.0695 -4.8985 0.1322 0.0 -0.1 0.0 0.091
H 2.1328 -2.6745 -1.6860 0.0 0.0 0.0 0.084
H 3.5312 -3.5999 -2.2248 0.0 0.0 0.0 0.121
H 4.7549 -3.0182 -0.1572 0.0 0.0 0.0 0.125
H 3.3573 -2.1619 0.4718 0.0 0.0 0.0 0.097
H 4.4685 -1.3365 -2.2312 0.0 0.0 0.0 0.091
H 5.2712 -0.7860 -0.7586 0.0 0.0 0.0 0.078
H 5.6947 1.3628 -0.3031 0.0 0.0 0.0 0.112
H 6.4960 2.3954 1.7788 0.0 0.0 0.0 0.108
H 4.9804 2.5988 3.7248 0.0 0.0 0.0 0.106
H 2.6556 1.8016 3.5610 -0.1 0.0 0.1 0.102
H 1.8441 0.7554 1.4694 -0.1 0.0 0.0 0.091
H 1.1107 -1.6033 1.3654 0.0 0.1 -0.1 0.080
H 1.8990 -0.9140 3.6278 0.0 0.0 0.0 0.099
H 2.5800 -2.6363 5.2627 0.0 0.0 0.0 0.106
H 2.4924 -5.0276 4.6530 0.0 0.0 0.0 0.105
H 1.7155 -5.7007 2.4024 0.0 -0.1 0.0 0.111
C 1.6740 6.2745 0.7654 0.0 0.0 0.0 -0.024
C 1.2307 5.4487 1.9351 0.0 0.0 0.0 -0.185
C 1.9517 5.4213 3.1184 0.0 0.0 0.0 -0.070
C 1.5218 4.6610 4.1931 0.0 -0.1 0.0 -0.685
Cl 2.4532 4.6511 5.6731 0.0 0.0 0.0 0.624
C 0.3745 3.9004 4.1072 0.0 0.0 0.0 -0.122
C -0.3551 3.9067 2.9264 0.1 0.1 -0.1 -0.007
C 0.0619 4.6829 1.8517 -0.2 0.0 0.0 -0.218
O -0.6267 4.8228 0.6793 0.3 -0.1 0.0 -0.015
C -1.6836 3.9446 0.3432 -0.1 0.1 0.2 -0.078
C -1.2221 2.5863 -0.1844 0.0 0.9 0.3 -0.709
O -0.4771 1.8625 0.5441 -0.2 1.3 0.8 -0.269
O -1.6377 2.2713 -1.3236 -0.5 1.2 0.1 -0.239
H 2.5687 6.8431 1.0128 0.0 0.0 0.0 0.080
H 0.8918 6.9678 0.4579 0.0 0.0 0.0 0.089
H 1.8938 5.6583 -0.1070 0.0 0.0 0.0 0.062
H 2.8586 6.0046 3.2024 0.0 0.0 0.0 0.111
H 0.0489 3.3066 4.9505 0.0 0.0 0.0 0.102
H -1.2282 3.2815 2.8521 -0.1 -0.1 0.0 0.100
H -2.2382 4.4306 -0.4567 0.1 0.1 0.1 0.137
H -2.3464 3.8060 1.2029 -0.1 -0.1 0.0 0.119
N 1.0240 1.5374 -2.5826 0.6 0.6 -0.6 -0.108
C 1.5180 2.5142 -2.9987 -0.1 -0.1 0.2 -0.378
N 2.1119 3.4790 -3.5646 0.3 0.0 -0.7 0.063
C 2.2867 4.6858 -3.0944 -0.1 0.0 0.2 -0.415
N 2.4979 5.7701 -2.7531 0.1 0.4 0.1 0.083
```
Forces are in eV/Å.

=====

Record 2
A molecular structure, C46H48AsBaN8O2P in a non-equilibrium geometry, computed with the ωB97M-V functional and the def2-TZVPD basis.

The value obtained for the LUMO energy (spin up / spin down) is 0.12 / 0.17 eV. For the total energy, the calculation gives -135319.4060 eV. The frontier orbital gap (spin up / spin down) comes out at 5.828 / 5.881 eV. Its total charge is 0.

```
107
Properties=species:S:1:pos:R:3:forces:R:3:lowdin_charge:R:1
Ba -0.7966 -0.5680 0.0421 -0.5 1.1 0.1 1.723
C 1.9284 -4.8366 -3.2916 0.8 -0.3 -0.4 -0.047
N 1.9259 -3.8947 -2.2137 0.1 1.0 1.1 -0.129
C 2.3081 -4.1148 -0.9048 0.0 -0.7 -0.6 -0.047
C 2.0135 -2.9841 -0.2272 0.2 0.6 0.7 -0.155
N 1.4628 -2.0534 -1.0565 -0.2 -0.1 -0.8 -0.027
C 1.4030 -2.6326 -2.2509 0.0 0.0 0.1 -0.469
P 0.5286 -2.0373 -3.7619 0.1 -0.5 0.4 1.154
C 0.4797 -0.2547 -3.4813 -0.1 -0.7 0.3 -0.527
N -0.3322 0.3635 -2.6518 -0.2 -0.3 0.1 -0.024
C -0.0016 1.6814 -2.7087 0.3 0.1 -0.4 -0.131
C 1.0359 1.8321 -3.5915 0.6 1.1 -0.2 -0.044
N 1.3418 0.5947 -4.0896 -0.7 -0.3 0.5 -0.128
C 2.4488 0.1750 -4.9247 0.0 0.9 -0.1 -0.033
C -1.1205 -2.5881 -3.1725 0.0 1.0 -1.1 -0.516
N -1.3541 -3.3416 -2.1364 -0.8 -0.3 0.4 0.066
C -2.7139 -3.6347 -2.2041 0.3 -0.4 0.0 -0.126
C -3.2590 -3.0706 -3.3229 -0.2 0.4 0.0 -0.072
N -2.2423 -2.3694 -3.9367 0.3 -0.6 0.5 -0.119
C -2.3248 -1.4762 -5.0741 -0.4 0.0 0.0 -0.031
H 2.8051 -5.5016 -3.2118 -0.5 0.2 0.1 0.101
H 2.0371 -4.2883 -4.2322 -0.2 -0.2 0.1 0.066
H 1.0066 -5.4008 -3.2707 -0.2 -0.3 -0.2 0.093
H 2.7305 -5.0543 -0.5803 0.0 0.1 -0.1 0.121
H 2.1772 -2.7397 0.8196 0.0 -0.4 -0.5 0.076
H -0.5267 2.4070 -2.1147 0.0 0.1 0.2 0.088
H 1.5839 2.7345 -3.8841 -0.3 -0.6 0.1 0.129
H 3.2122 -0.2958 -4.3057 0.1 0.0 -0.1 0.094
H 2.8274 1.1014 -5.3735 0.2 -0.5 -0.1 0.097
H 2.1046 -0.5123 -5.6975 0.0 0.1 0.1 0.075
H -3.2008 -4.2456 -1.4436 0.2 0.3 -0.3 0.110
H -4.2872 -3.0059 -3.6791 0.5 -0.1 0.2 0.131
H -3.3389 -1.5075 -5.4719 0.1 0.0 0.1 0.096
H -1.6466 -1.7794 -5.8642 0.2 -0.1 -0.1 0.080
H -2.0958 -0.4593 -4.7633 0.0 0.1 0.0 0.084
C -2.5294 2.7886 -0.0046 -0.3 -0.8 0.2 -0.338
O -1.4918 1.8674 -0.0272 0.4 -0.4 0.4 -0.709
H -2.5510 3.4292 0.9159 0.1 -0.2 -0.4 0.055
H -3.5102 2.2495 -0.0497 0.3 0.6 0.0 0.062
H -2.4824 3.4632 -0.8745 -0.1 0.2 0.0 0.050
C -3.7658 -3.2284 4.4790 -0.3 0.1 -0.1 -0.128
C -2.9168 -2.1504 4.2993 0.3 0.0 -0.2 -0.127
C -2.8036 -1.5134 3.0701 -0.2 -0.3 -0.9 -0.068
C -3.5437 -1.9292 1.9328 -0.3 -0.4 0.2 -0.335
C -4.4454 -3.0116 2.1589 0.3 0.5 -0.4 -0.052
C -4.5425 -3.6171 3.3936 -0.7 -0.8 0.0 -0.121
N -3.2899 -1.3627 0.6929 0.2 -0.1 0.1 -0.151
C -4.2979 -0.9032 -0.1267 -0.1 -0.1 1.1 -0.338
C -3.9931 -0.5593 -1.4514 0.0 0.0 0.4 -0.112
C -4.8931 0.0983 -2.2392 -0.9 0.2 -0.7 -0.110
C -6.1954 0.3875 -1.7671 0.2 0.3 -1.3 -0.133
C -6.5476 0.0011 -0.4906 0.5 -0.2 0.4 -0.112
C -5.6036 -0.6265 0.3283 -0.4 0.1 -0.4 -0.036
H -3.8901 -3.7377 5.4285 0.2 0.2 0.0 0.090
H -2.2976 -1.8042 5.1050 0.2 0.1 0.4 0.089
H -2.1254 -0.6813 2.8986 0.0 0.1 0.4 0.081
H -5.0392 -3.3788 1.3240 0.0 0.1 0.1 0.108
H -5.2686 -4.4440 3.5190 0.5 0.5 -0.1 0.105
H -3.0261 -0.8251 -1.8275 0.5 0.0 -0.3 0.043
H -4.6016 0.3387 -3.2745 -0.3 0.1 0.5 0.099
H -6.9140 0.8850 -2.4426 0.4 -0.3 0.5 0.093
H -7.5413 0.2248 -0.1127 0.1 -0.1 0.0 0.096
H -5.8702 -0.9030 1.3350 0.0 0.0 0.2 0.096
C 1.0429 2.7373 5.5230 -0.8 -0.5 -0.7 -0.092
C 2.3283 2.7158 5.0213 0.3 0.0 -0.3 -0.103
C 2.5696 2.6397 3.6553 0.3 0.1 -0.3 -0.103
C 1.4910 2.5720 2.7767 0.7 -0.2 -0.5 -0.383
C 0.2080 2.5138 3.2814 -0.5 0.2 0.4 -0.126
C -0.0422 2.5979 4.6548 1.2 0.4 -0.7 -0.063
As 1.5805 2.3838 0.8076 1.1 0.4 -0.3 1.379
C 1.7036 4.2607 0.2123 0.1 -0.1 0.1 -0.302
C 0.6390 5.1400 0.1591 -0.5 0.2 -0.5 -0.086
C 0.7848 6.3945 -0.4566 -0.1 -0.2 0.5 -0.079
C 2.0286 6.7524 -0.9538 0.5 0.0 0.3 -0.091
C 3.1224 5.8958 -0.8434 -0.2 -0.3 0.2 -0.036
C 2.9744 4.6332 -0.2807 -1.1 0.1 0.2 -0.202
C 3.9795 3.5726 -0.2213 -0.2 -0.1 0.2 -0.218
C 5.2267 3.6503 -0.8125 0.7 -0.3 -0.4 -0.034
C 6.0376 2.5229 -0.8677 -1.0 -0.9 0.5 -0.079
C 5.5879 1.3046 -0.3220 -0.4 0.9 0.6 -0.086
C 4.3530 1.2407 0.3425 0.3 1.0 -1.0 -0.094
C 3.5389 2.3847 0.3719 -0.2 -0.9 0.4 -0.301
H 0.8597 2.7870 6.5715 0.0 0.1 0.6 0.091
H 3.1704 2.7473 5.6883 0.2 0.1 0.3 0.095
H 3.6061 2.6534 3.2848 -0.6 0.0 0.1 0.105
H -0.6011 2.4530 2.5677 -0.4 -0.1 0.0 0.080
H -1.0471 2.6228 4.9975 -0.7 -0.1 0.4 0.094
H -0.3488 4.8220 0.4997 0.3 0.1 0.0 0.098
H -0.0571 7.0958 -0.4640 0.4 -0.3 -0.2 0.107
H 2.2352 7.7239 -1.3713 -0.3 0.2 -0.1 0.096
H 4.0968 6.2092 -1.1805 0.1 0.2 -0.2 0.098
H 5.5617 4.5631 -1.2990 -0.1 -0.1 0.1 0.106
H 6.9702 2.5153 -1.3806 0.6 0.3 -0.3 0.088
H 6.2112 0.4329 -0.3629 0.2 -0.3 -0.1 0.088
H 3.9884 0.2908 0.6828 -0.1 -0.3 0.3 0.073
C 3.1573 -3.0091 4.0850 -0.2 -0.2 0.2 -0.042
N 2.0573 -2.3890 3.3869 -0.5 0.5 -0.8 -0.177
C 0.7225 -2.9371 3.5191 -0.5 -0.1 0.1 -0.020
C 2.1887 -1.3180 2.5855 1.3 0.4 0.4 -0.357
O 1.3110 -0.8019 1.9100 -0.4 -0.2 0.2 -0.177
H 2.9149 -3.0818 5.1416 0.1 0.1 0.2 0.092
H 4.0530 -2.4206 3.9686 0.3 0.2 -0.1 0.085
H 3.3477 -4.0274 3.7364 0.0 0.1 -0.2 0.095
H 0.7269 -3.7080 4.2820 -0.1 0.0 0.2 0.095
H 0.3521 -3.3944 2.6026 0.2 -0.1 -0.2 0.095
H 0.0018 -2.1482 3.7647 0.2 -0.2 0.1 0.085
H 3.2243 -0.8935 2.5750 -0.4 -0.3 0.1 0.146
```
Forces are in eV/Å.

=====

Calculated ΔE to the lowest compared entry with this formula, charge and spin, 216.6 0.0 kJ/mol (same order as the records).